[1]
ORCA calculation (wB97M-V/def2-TZVPD) on a molecular structure, C38H39Br5N9O9PSrTe at a distorted geometry.

Structure (XYZ):
```
103
Properties=species:S:1:pos:R:3:forces:R:3
Sr -1.663263 -1.367459 0.629282 0.385 0.029 0.174
O 1.783903 -1.239965 2.865671 0.029 0.221 0.153
C 2.729221 -0.481748 2.145528 0.091 0.039 -0.148
C 3.811618 -1.355739 1.525993 0.019 0.055 -0.020
C 3.234216 -2.291039 0.459511 0.105 -0.004 -0.012
C 2.861914 -1.591578 -0.819870 0.081 -0.043 0.027
C 3.840774 -1.222152 -1.745204 -0.026 -0.089 0.012
C 3.462377 -0.629325 -2.936478 -0.046 0.114 0.006
C 2.115234 -0.388536 -3.164777 0.057 -0.023 -0.009
C 1.211439 -0.769631 -2.185372 0.211 -0.053 0.089
N 1.566168 -1.359739 -1.043604 0.000 0.242 0.048
H 1.205323 -1.690083 2.228654 -0.109 -0.225 -0.060
H 3.176380 0.227802 2.848320 0.004 -0.020 0.025
H 2.239578 0.105923 1.360218 0.081 -0.082 0.097
H 4.275647 -1.948612 2.318435 -0.014 -0.026 0.007
H 4.591527 -0.714800 1.095422 0.018 0.001 -0.009
H 2.332780 -2.766813 0.845322 0.196 0.056 -0.079
H 3.949330 -3.087280 0.232358 0.048 0.054 -0.002
H 4.882500 -1.428829 -1.528612 0.004 -0.008 -0.002
H 4.206843 -0.360848 -3.677760 0.005 0.028 0.007
H 1.756499 0.077766 -4.072712 -0.038 -0.022 -0.004
H 0.148587 -0.614497 -2.336687 0.579 -0.236 0.089
C -2.182289 0.690471 3.430433 0.042 -0.123 -0.034
O -1.259469 1.073278 2.396050 0.138 0.090 -0.048
C -0.678112 2.283657 2.566124 0.156 -0.076 -0.015
C -1.096834 3.178782 3.536054 -0.003 0.117 0.013
C -0.414632 4.377461 3.705045 -0.053 -0.009 0.021
Br -1.024161 5.581736 5.046506 0.002 0.014 0.012
C 0.678064 4.705195 2.952533 0.008 0.022 -0.001
C 1.107904 3.813718 1.961571 -0.076 -0.033 -0.054
C 0.429602 2.613958 1.744963 -0.267 0.197 0.286
O 0.883643 1.768299 0.798811 -0.507 -0.466 -0.828
C 2.290106 4.218136 1.183627 -0.022 -0.011 0.003
N 2.816732 5.419100 1.247597 0.022 -0.041 0.011
C 3.908743 5.376235 0.406259 -0.013 0.018 0.017
C 4.833317 6.371902 0.089845 -0.013 -0.004 0.013
C 5.845486 6.060865 -0.796654 0.003 -0.027 -0.014
C 5.947112 4.781445 -1.366528 0.030 0.009 -0.020
C 5.041097 3.782097 -1.064982 -0.026 0.044 0.028
C 4.024677 4.102800 -0.171849 0.019 -0.046 -0.035
N 2.977939 3.379775 0.349035 -0.101 0.010 -0.033
H -3.078222 1.310273 3.375618 -0.027 -0.054 0.010
H -1.692264 0.787439 4.401698 -0.029 0.003 0.000
H -2.432728 -0.350557 3.264642 -0.012 0.020 0.012
H -1.938695 2.946291 4.168426 0.044 0.054 -0.022
H 1.215670 5.630877 3.092121 0.005 -0.017 -0.010
H 0.158729 1.312917 0.281468 0.180 0.161 0.419
H 4.747221 7.355532 0.533459 -0.001 -0.004 -0.001
H 6.576777 6.814677 -1.061537 -0.003 -0.005 0.003
H 6.753932 4.573176 -2.058484 -0.008 0.002 0.008
H 5.118382 2.797442 -1.500543 0.007 -0.100 -0.057
H 2.663242 2.445859 0.123937 0.050 0.044 0.025
Br 1.015266 -7.658561 3.313735 -0.002 -0.004 0.008
C 0.177954 -5.961404 3.198036 0.055 -0.021 -0.062
C -0.795225 -5.587179 4.099083 -0.075 0.034 0.042
Br -1.311662 -6.757008 5.499279 0.006 -0.003 0.000
C -1.416019 -4.336192 3.971641 0.045 -0.060 -0.034
Br -2.764884 -3.763275 5.168485 -0.011 0.000 0.012
C -1.098132 -3.437764 2.945135 0.045 0.049 0.044
O -1.692514 -2.308911 2.786619 0.129 -0.264 0.332
C -0.034165 -3.805365 2.022604 -0.232 -0.242 0.396
O 0.312592 -2.933135 1.104538 -0.394 -0.258 0.079
C 0.542365 -5.061272 2.177960 0.096 0.086 -0.066
Br 1.930920 -5.514046 0.949181 -0.008 -0.165 0.034
C -1.252873 -5.619416 -3.592198 0.011 -0.024 -0.054
N -1.924818 -4.692384 -2.727149 -0.071 0.016 0.063
C -3.256616 -4.171030 -2.956184 0.004 0.003 -0.027
C -3.362086 -3.110122 -1.856443 0.210 0.146 -0.158
O -4.320650 -2.403068 -1.668819 -0.093 -0.034 0.074
N -2.164457 -3.071262 -1.175334 -0.247 -0.214 -0.064
C -1.357953 -3.968163 -1.731921 0.310 -0.043 0.062
N -0.096712 -4.116333 -1.342095 -0.227 -0.208 -0.120
H -1.968458 -6.361336 -3.947712 -0.015 0.020 -0.009
H -0.479968 -6.161894 -3.047164 0.002 0.013 0.005
H -0.795732 -5.130993 -4.459506 0.002 0.013 0.009
H -4.031602 -4.930551 -2.840158 0.002 -0.017 -0.013
H -3.354694 -3.682824 -3.929305 0.005 -0.003 0.000
H 0.186900 -3.690607 -0.439996 0.060 0.228 -0.008
H 0.455833 -4.882507 -1.679763 -0.013 -0.020 -0.017
C -5.113156 1.760530 -2.727605 -0.052 0.009 -0.011
C -4.155987 1.343618 -1.640279 0.148 -0.045 0.102
O -2.880775 2.004875 -1.855942 -0.080 0.148 -0.168
P -1.568233 1.124904 -2.087569 -0.247 -0.247 -0.065
O -1.182025 0.503551 -0.754148 0.403 0.813 -0.415
Te -1.780498 -0.346577 -3.941809 -0.433 0.259 -0.219
O -0.507963 2.253975 -2.491105 -0.079 0.230 0.157
C -0.460485 3.499143 -1.759462 0.027 -0.171 -0.026
C -1.035822 4.606376 -2.610171 -0.027 0.082 -0.002
H -6.093361 1.316750 -2.543964 0.015 -0.019 0.013
H -4.748787 1.418436 -3.696460 0.009 0.007 -0.002
H -5.221336 2.846934 -2.749396 0.008 0.005 -0.006
H -4.015520 0.260421 -1.629865 -0.047 -0.001 -0.033
H -4.489840 1.638084 -0.646626 -0.030 0.000 -0.016
H 0.589549 3.673918 -1.525239 0.047 0.029 -0.005
H -1.005892 3.407655 -0.818373 -0.015 -0.011 0.020
H -0.504946 4.672168 -3.560436 0.012 -0.015 0.006
H -0.941509 5.563030 -2.091359 0.004 -0.003 0.007
H -2.090026 4.417761 -2.811678 0.016 -0.020 0.007
N -3.940109 -0.503488 1.135727 -0.503 0.014 -0.072
C -5.075944 -0.780928 1.100557 -0.087 0.168 0.252
N -6.360337 -0.925953 1.167781 0.140 -0.227 -0.246
C -6.936865 -2.019556 0.692337 -0.046 0.187 0.100
N -7.562310 -2.924703 0.323613 -0.004 -0.018 -0.005
```
Forces are in eV/Å.

Calculated values
Gap between HOMO and LUMO ... 6.0299 eV
Multiplicity ... 1
Charge ... -2

Atom charges from the Mulliken analysis, given in e for atoms 1 to 2: number 1, Sr, carries 1.641; number 2, O, carries -0.614

[2]
ORCA calculation (wB97M-V/def2-TZVPD) on a molecular structure, C38H39Cl2I2NO8PY.

Structure (XYZ):
```
92
Properties=species:S:1:pos:R:3:forces:R:3
Y -0.352913 0.484535 0.139729 -0.168 0.184 0.349
C 5.165679 -2.135435 1.791571 0.013 -0.006 0.012
C 4.409463 -1.932222 0.499780 -0.009 -0.048 0.014
C 3.806783 -3.020226 -0.135050 0.021 0.014 0.013
C 3.957714 -4.411391 0.432105 -0.009 -0.011 0.012
C 3.072812 -2.827953 -1.307766 0.003 -0.001 -0.076
C 2.385001 -4.013308 -1.939268 -0.023 -0.012 0.013
C 2.963806 -1.551342 -1.865990 0.053 0.041 0.047
C 2.226165 -1.337006 -3.165746 -0.026 -0.006 -0.011
C 3.551153 -0.456606 -1.217760 -0.026 -0.003 -0.005
C 3.333857 0.932921 -1.776806 -0.022 -0.009 -0.031
C 4.308055 -0.655112 -0.057931 -0.018 0.064 -0.053
C 5.067763 0.481707 0.584621 0.020 0.002 0.023
H 6.202179 -2.439341 1.613863 0.001 0.004 -0.001
H 4.704406 -2.907386 2.405448 -0.009 -0.003 -0.006
H 5.194204 -1.227073 2.389854 0.000 0.000 -0.006
H 4.894922 -4.528029 0.972451 0.002 0.010 0.002
H 3.944830 -5.164868 -0.353045 -0.001 0.006 -0.004
H 3.146165 -4.656290 1.125074 0.002 0.006 0.002
H 1.650939 -3.710888 -2.678737 0.001 0.000 0.009
H 1.858130 -4.599447 -1.185028 -0.009 -0.011 0.002
H 3.095327 -4.682705 -2.433598 0.007 0.004 0.003
H 2.308802 -2.202488 -3.820957 -0.002 0.006 0.007
H 2.629683 -0.490889 -3.718848 0.002 0.007 0.002
H 1.163589 -1.138093 -2.995418 0.005 -0.001 0.000
H 4.052021 1.178440 -2.565264 0.006 0.004 0.004
H 3.408252 1.695972 -1.006219 0.002 -0.007 0.013
H 2.338237 1.022296 -2.214446 -0.004 -0.002 0.005
H 4.611404 0.803045 1.525430 0.001 -0.003 -0.007
H 5.142346 1.349841 -0.063774 -0.009 -0.001 -0.010
H 6.086955 0.174985 0.824193 -0.005 -0.004 -0.004
Cl 1.628639 4.087063 6.669764 0.005 0.004 0.007
C 0.924679 3.243147 5.323647 -0.016 -0.001 -0.011
C -0.453998 2.952500 5.338562 0.023 -0.002 0.006
C -1.045001 2.291654 4.299000 -0.017 0.007 -0.001
C -0.295549 1.872886 3.163940 0.075 -0.005 0.026
O -0.868239 1.261691 2.193870 0.015 0.025 -0.105
C 1.100171 2.180747 3.169226 -0.090 -0.011 0.013
C 1.953460 1.823459 2.087211 0.044 -0.008 0.007
O 1.637419 1.231549 1.044493 0.030 -0.088 -0.011
C 1.685771 2.864220 4.261539 0.007 -0.004 -0.012
H -1.041831 3.262861 6.192783 -0.007 -0.003 -0.003
H -2.104112 2.070202 4.310428 -0.002 -0.003 -0.002
H 3.007526 2.119084 2.197634 -0.009 -0.009 -0.007
H 2.746719 3.083715 4.242836 0.001 -0.002 -0.002
I -1.008880 0.378746 -5.173662 0.000 -0.007 0.006
C -0.890820 2.071858 -3.973341 -0.007 0.003 0.037
C -1.035802 3.346058 -4.554071 -0.016 0.013 -0.054
C -0.939693 4.486762 -3.808609 -0.001 -0.061 0.023
I -1.158467 6.332125 -4.758571 0.000 0.005 -0.003
C -0.695785 4.400510 -2.412199 0.011 -0.023 0.019
C -0.540840 5.499798 -1.542242 0.002 0.011 0.040
C -0.303235 5.292163 -0.210947 -0.014 0.040 -0.040
C -0.235984 3.978312 0.271390 -0.020 -0.080 0.014
N -0.374195 2.926395 -0.505434 0.066 0.091 0.009
C -0.583428 3.115639 -1.835607 0.030 0.058 -0.072
C -0.661593 1.912283 -2.620047 -0.003 -0.017 -0.053
O -0.499722 0.767632 -2.024266 0.012 0.109 -0.148
H -1.220366 3.409114 -5.617948 0.000 0.017 0.004
H -0.609473 6.503568 -1.940536 0.004 0.003 0.004
H -0.175298 6.118850 0.473500 -0.003 0.009 -0.008
H -0.074572 3.788487 1.326232 -0.003 -0.002 0.003
C -3.602044 -0.511233 -2.250513 0.042 0.012 0.013
O -4.157204 0.035544 -1.047812 -0.066 -0.036 0.001
P -3.366615 1.131088 -0.187285 0.058 -0.106 -0.028
O -3.897391 2.482041 -0.892545 0.054 -0.011 0.039
C -3.685706 3.721816 -0.212334 -0.017 0.029 -0.024
O -4.278942 1.161811 1.135888 0.008 -0.008 0.010
C -4.103157 0.124039 2.113888 0.017 0.018 -0.008
H -4.035327 -1.500182 -2.379600 0.011 -0.007 -0.002
H -2.514437 -0.588423 -2.194759 -0.006 0.001 -0.011
H -3.865014 0.120237 -3.099240 -0.001 0.006 0.003
H -3.314071 4.446372 -0.935291 -0.010 0.002 0.003
H -2.963975 3.620463 0.601042 0.013 -0.007 0.000
H -4.631470 4.063569 0.205273 0.001 0.000 -0.005
H -4.771476 0.364587 2.936717 0.008 -0.002 0.007
H -3.069851 0.092766 2.457697 -0.015 -0.006 0.010
H -4.374117 -0.842738 1.690102 -0.012 0.002 -0.001
Cl -3.673378 -6.982027 -2.271750 -0.002 -0.009 -0.006
C -2.907885 -5.559176 -1.637493 0.002 0.015 0.000
C -1.921477 -4.931452 -2.383497 -0.009 -0.004 0.005
C -1.309158 -3.800880 -1.869982 0.017 -0.027 0.010
C -1.690347 -3.303750 -0.629999 -0.178 0.018 0.165
C -2.694465 -3.933246 0.095776 -0.018 -0.003 0.003
C -3.303303 -5.073760 -0.400075 0.013 0.007 -0.013
C -1.056088 -2.066222 -0.104749 0.299 -0.006 -0.220
O -1.613518 -1.376055 0.802631 -0.108 -0.142 -0.063
O 0.026826 -1.670863 -0.631416 -0.028 -0.028 0.109
H -1.643457 -5.327474 -3.350111 0.003 -0.001 -0.002
H -0.539632 -3.284982 -2.426962 0.007 0.002 0.000
H -2.991174 -3.519886 1.050690 0.000 -0.003 -0.003
H -4.078280 -5.582785 0.155271 -0.002 0.002 0.004
```
Forces are in eV/Å.

Calculated values
Gap between HOMO and LUMO ... 7.1377 eV
Multiplicity ... 1

Atom charges from the Mulliken analysis, given in e for atoms 1 to 2: number 1, Y, carries 0.640; number 2, C, carries -2.445